Formula: C39H86CaN3O8
Source: the Open Molecules 2025 dataset
Level of theory: ωB97M-V/def2-TZVPD

- frontier orbital gap (eV) = 7.48
- highest occupied orbital energy (Eh) = -0.382
- net charge = +1
- energy above the lowest of the compared OMol25 structures with the same formula, charge and spin (kJ/mol) = 0.0
- electronic energy (a.u.) = -2981.26249

```
137
Properties=species:S:1:pos:R:3:forces:R:3
Ca 9.341 -7.226 3.655 1.372 1.011 0.795
O 11.871 -3.987 3.822 -0.402 -0.270 -0.695
C 11.047 -5.015 3.718 -1.059 -1.436 0.229
O 10.872 -5.789 4.704 0.434 0.050 0.628
O 10.398 -5.262 2.657 0.103 0.317 -0.678
H 11.878 -3.552 2.922 0.564 0.550 0.605
C 14.698 -5.298 8.650 0.237 0.088 0.305
C 13.499 -4.363 8.565 -0.221 0.078 -0.660
C 12.461 -5.245 7.874 0.408 -0.049 0.404
O 12.751 -6.583 8.299 -0.428 -0.217 -0.132
C 14.050 -6.662 8.885 0.229 0.238 -0.241
H 15.383 -5.006 9.447 -0.003 -0.123 0.001
H 15.272 -5.310 7.722 -0.125 0.056 -0.053
H 13.673 -3.491 7.932 0.173 0.104 0.260
H 13.168 -4.040 9.551 -0.016 -0.027 0.023
H 12.564 -5.174 6.788 -0.135 -0.047 -0.048
H 11.441 -4.987 8.164 -0.080 -0.088 -0.066
H 14.617 -7.448 8.380 -0.055 -0.102 0.131
H 13.962 -6.906 9.946 -0.048 0.007 0.008
C 11.637 -0.826 7.458 0.099 -0.360 0.224
C 11.333 -1.199 6.014 -0.495 0.862 -0.354
C 10.506 -2.455 6.162 1.152 -0.324 0.206
O 9.717 -2.268 7.325 -0.469 0.220 -0.130
C 10.394 -1.370 8.208 0.548 0.371 -0.132
H 11.776 0.245 7.592 -0.090 0.016 0.053
H 12.546 -1.311 7.822 -0.031 -0.070 -0.073
H 12.182 -1.283 5.335 0.141 -0.260 0.230
H 10.705 -0.401 5.596 -0.042 -0.116 -0.041
H 11.198 -3.287 6.352 -0.175 -0.150 -0.283
H 9.924 -2.675 5.269 -0.382 -0.062 0.240
H 10.681 -1.900 9.117 -0.032 -0.049 0.056
H 9.744 -0.540 8.483 -0.278 -0.163 -0.031
C 5.310 -5.378 3.086 -0.712 -0.497 -0.526
C 6.049 -4.068 3.270 -0.012 -0.300 -0.220
C 7.337 -4.558 3.938 -0.210 0.944 0.082
O 7.526 -5.906 3.482 -0.581 -0.481 -0.708
C 6.404 -6.329 2.643 0.108 0.666 0.740
H 4.486 -5.360 2.369 0.128 0.209 -0.010
H 4.879 -5.728 4.027 0.125 0.007 0.065
H 5.455 -3.366 3.849 0.267 0.098 0.178
H 6.244 -3.626 2.291 0.119 0.063 0.064
H 7.242 -4.532 5.025 0.028 -0.307 0.019
H 8.210 -3.964 3.669 0.054 -0.123 -0.104
H 6.152 -7.365 2.872 0.207 -0.078 -0.059
H 6.698 -6.204 1.600 -0.164 -0.044 -0.073
C 6.992 -7.617 7.741 0.083 0.341 -0.073
C 8.447 -7.304 8.109 -0.294 0.383 -0.353
C 8.845 -6.368 6.975 0.242 -0.686 0.184
O 8.266 -7.009 5.811 0.122 -0.287 0.210
C 6.988 -7.563 6.204 0.251 0.309 0.096
H 6.368 -6.801 8.107 -0.117 -0.152 0.123
H 6.621 -8.555 8.145 -0.008 -0.030 -0.035
H 9.060 -8.204 8.065 0.102 0.027 0.199
H 8.524 -6.807 9.073 0.135 -0.216 0.094
H 9.919 -6.323 6.822 -0.057 0.251 -0.113
H 8.423 -5.367 7.093 0.048 0.058 -0.004
H 6.888 -8.545 5.740 -0.078 0.016 -0.067
H 6.221 -6.875 5.846 -0.187 -0.223 -0.138
C 11.075 -10.974 5.987 -0.170 0.013 -0.212
C 12.249 -10.012 6.109 0.395 0.315 -0.501
C 11.622 -8.654 5.846 0.385 0.113 0.414
O 10.640 -8.922 4.826 -0.596 -0.018 -0.363
C 10.035 -10.177 5.156 -0.081 -0.991 0.516
H 10.688 -11.246 6.967 -0.124 -0.026 -0.062
H 11.331 -11.879 5.440 0.131 -0.094 0.221
H 12.975 -10.203 5.312 -0.020 -0.002 0.019
H 12.812 -10.032 7.040 -0.263 -0.112 0.155
H 12.344 -7.923 5.488 -0.241 0.116 -0.180
H 11.121 -8.240 6.726 0.054 -0.060 0.013
H 9.755 -10.722 4.255 0.231 0.255 -0.245
H 9.111 -10.098 5.740 0.057 0.651 0.047
C 18.405 -8.202 3.290 -0.439 -0.420 -0.374
C 16.900 -8.012 3.455 0.194 1.238 0.456
N 16.495 -8.028 4.873 -0.372 -0.791 -0.234
C 16.546 -9.408 5.368 0.352 0.005 0.182
C 16.298 -9.537 6.868 -0.013 0.115 -0.079
C 15.132 -7.536 5.005 -0.552 0.417 0.222
C 14.987 -6.036 4.787 0.285 0.465 -0.020
H 18.703 -8.009 2.258 -0.044 0.070 0.013
H 18.699 -9.230 3.502 0.187 0.072 0.151
H 18.926 -7.504 3.940 0.087 -0.081 0.089
H 16.678 -6.997 3.111 -0.006 -0.102 -0.139
H 16.276 -8.671 2.836 0.168 -0.343 0.047
H 15.848 -10.053 4.804 -0.132 0.044 0.039
H 17.536 -9.812 5.158 0.058 0.121 -0.020
H 16.700 -10.483 7.229 -0.196 -0.084 0.005
H 16.806 -8.747 7.424 0.053 0.072 -0.134
H 15.235 -9.473 7.106 0.027 -0.149 0.111
H 14.740 -7.706 6.014 0.428 -0.110 0.102
H 14.426 -8.116 4.384 0.124 0.078 -0.335
H 15.302 -5.641 3.821 -0.095 -0.409 -0.209
H 15.630 -5.503 5.493 -0.102 -0.108 0.150
H 13.960 -5.694 4.940 -0.044 -0.137 0.051
C 13.032 -7.587 1.843 1.016 1.157 -0.179
C 13.102 -9.084 2.102 -0.526 0.502 -0.506
N 12.763 -9.865 0.902 0.236 0.187 0.165
C 13.800 -9.609 -0.113 -0.170 0.088 -0.306
C 13.660 -10.457 -1.365 -0.372 -0.669 -0.115
C 12.720 -11.287 1.210 -0.342 -0.216 0.285
C 11.801 -11.659 2.365 -0.045 0.114 0.396
H 13.789 -7.194 1.152 -0.145 -0.532 -0.367
H 13.321 -6.960 2.694 -0.511 -0.461 0.507
H 12.073 -7.229 1.465 -0.136 -0.231 0.068
H 14.100 -9.377 2.454 0.061 0.034 0.239
H 12.364 -9.263 2.886 0.151 -0.375 0.034
H 13.735 -8.569 -0.424 -0.004 0.056 0.140
H 14.791 -9.751 0.348 0.095 -0.059 -0.096
H 13.860 -11.513 -1.172 0.155 0.070 -0.016
H 12.639 -10.426 -1.756 -0.019 0.185 0.106
H 14.311 -10.159 -2.184 0.172 0.240 0.210
H 13.717 -11.677 1.484 0.117 0.075 -0.159
H 12.394 -11.826 0.323 0.028 0.043 -0.023
H 11.668 -12.740 2.385 0.054 -0.009 0.080
H 10.803 -11.210 2.349 0.042 0.075 -0.491
H 12.232 -11.341 3.317 0.071 -0.220 0.010
C 10.370 -1.275 1.780 -0.007 -0.226 -0.765
C 11.876 -1.059 1.604 -0.758 0.506 0.185
N 12.631 -2.289 1.716 0.060 -0.675 0.142
C 14.056 -2.050 1.924 0.358 -0.128 0.678
C 14.805 -3.286 2.428 -0.397 -0.493 -0.357
C 12.360 -3.276 0.663 -0.360 -0.033 -0.356
C 12.895 -2.934 -0.726 0.078 0.400 0.362
H 10.174 -1.962 2.603 -0.052 0.130 0.130
H 9.928 -1.703 0.875 0.012 -0.108 0.100
H 9.847 -0.330 1.926 0.117 0.029 0.230
H 12.059 -0.515 0.666 0.070 -0.081 -0.032
H 12.163 -0.373 2.404 0.394 -0.206 0.012
H 14.149 -1.347 2.755 -0.164 0.308 -0.240
H 14.524 -1.594 1.044 0.100 -0.040 0.003
H 15.819 -3.058 2.751 -0.012 0.165 -0.038
H 14.865 -4.108 1.708 0.089 0.216 -0.194
H 14.252 -3.706 3.268 0.092 0.164 0.174
H 12.754 -4.252 0.960 0.154 0.110 0.147
H 11.281 -3.446 0.628 0.005 0.160 -0.022
H 13.986 -2.947 -0.695 -0.006 -0.240 -0.327
H 12.497 -3.630 -1.461 0.225 -0.083 -0.067
H 12.618 -1.924 -1.035 -0.145 -0.055 0.006
```
Forces are in eV/Å.